## i
Computed, not measured: a 7-piece molecular cluster, C32H61N10 overall, with wB97M-V/def2-TZVPD.

Output
HOMO = -11.375 eV

```
! RIJCOSX wB97M-V def2-TZVPD def2/J DEFGRID3
* xyz 1 1
N -5.131 1.090 2.454
C -4.392 0.992 1.146
C -3.330 -0.193 1.230
C -1.933 0.106 0.551
C -0.954 1.065 1.357
C -1.547 1.723 2.671
N -0.356 2.121 3.525
C 0.294 1.217 4.250
N -0.197 0.265 5.218
C 0.884 -0.795 5.161
C 2.138 0.206 5.176
N 1.732 1.125 4.049
H -4.622 1.734 3.074
H -5.126 0.191 2.941
H -5.159 0.857 0.338
H -3.800 1.953 1.065
H -3.767 -1.096 0.703
H -3.172 -0.520 2.309
H -2.066 0.466 -0.516
H -1.402 -0.895 0.451
H -0.696 1.928 0.659
H 0.041 0.567 1.581
H -2.164 1.045 3.318
H -2.063 2.695 2.408
H -0.100 3.106 3.573
H -0.079 0.648 6.181
H 0.866 -1.598 5.940
H 0.844 -1.139 4.080
H 3.108 -0.340 5.012
H 2.188 0.940 6.037
H 1.900 0.515 3.233
C 2.546 -0.253 10.861
C 3.396 -0.046 9.612
C 3.122 1.291 8.918
C 1.693 1.361 8.488
N 0.581 1.415 8.154
H 1.481 -0.280 10.625
H 2.795 -1.202 11.337
H 2.716 0.546 11.588
H 3.209 -0.869 8.915
H 4.452 -0.092 9.888
H 3.762 1.399 8.039
H 3.331 2.125 9.592
C -2.973 -1.104 -5.450
C -4.062 -0.215 -4.857
C -3.690 0.340 -3.479
C -3.472 -0.783 -2.517
N -3.307 -1.657 -1.770
H -2.797 -1.989 -4.833
H -3.267 -1.454 -6.441
H -2.032 -0.559 -5.547
H -4.991 -0.789 -4.786
H -4.250 0.619 -5.538
H -4.492 0.979 -3.102
H -2.779 0.940 -3.540
C -2.092 1.276 10.665
C -2.908 0.196 11.367
C -2.340 -0.184 12.737
C -0.952 -0.716 12.586
N 0.126 -1.130 12.468
H -1.074 0.940 10.457
H -2.549 1.535 9.707
H -2.038 2.184 11.272
H -2.951 -0.690 10.727
H -3.934 0.550 11.494
H -2.963 -0.948 13.205
H -2.317 0.686 13.398
C 1.764 -2.025 -4.146
C 2.515 -1.836 -5.459
C 2.203 -0.497 -6.134
C 0.746 -0.410 -6.450
N -0.386 -0.345 -6.699
H 0.682 -2.039 -4.299
H 2.038 -2.977 -3.686
H 2.002 -1.225 -3.439
H 2.264 -2.659 -6.134
H 3.590 -1.897 -5.266
H 2.771 -0.400 -7.061
H 2.476 0.335 -5.481
C -2.049 3.036 -10.389
C -2.275 1.535 -10.540
C -1.185 0.698 -9.867
C 0.144 1.002 -10.479
N 1.177 1.239 -10.955
H -1.121 3.353 -10.871
H -2.864 3.592 -10.858
H -2.005 3.321 -9.335
H -2.327 1.289 -11.605
H -3.243 1.275 -10.103
H -1.398 -0.366 -9.991
H -1.140 0.911 -8.797
C 6.271 -2.991 -9.902
C 5.187 -2.098 -9.308
C 5.563 -1.542 -7.931
C 5.779 -2.664 -6.967
N 5.951 -3.537 -6.221
H 6.446 -3.876 -9.286
H 5.973 -3.339 -10.893
H 7.215 -2.448 -10.002
H 4.257 -2.669 -9.235
H 5.000 -1.264 -9.988
H 4.764 -0.901 -7.554
H 6.475 -0.946 -7.993
*
```

Results of the Mulliken charge analysis, in e, for atoms 1 through 5: -0.6885, -0.4273, -0.7281, -0.3302, -0.1013

=====

## ii
Computed, not measured: a 9-piece molecular cluster, C32H61N10 overall, with wB97M-V/def2-TZVPD.

Output
HOMO = -12.410 eV

```
! RIJCOSX wB97M-V def2-TZVPD def2/J DEFGRID3
* xyz 1 1
C -1.139 1.804 5.190
C -2.098 0.544 4.938
C -2.252 0.221 3.385
C -1.451 -1.108 3.018
C 0.063 -0.669 2.716
C 0.970 -1.921 2.360
C 1.069 -2.270 0.809
C -0.137 -1.754 -0.083
C 0.340 -1.882 -1.628
C -0.457 -0.763 -2.435
C 0.391 0.518 -2.793
N 0.781 1.336 -1.566
C -0.429 2.025 -1.021
C -0.981 3.203 -1.962
N 1.803 2.203 -1.988
C 2.236 3.141 -0.919
C 2.647 2.456 0.457
C 3.490 1.114 0.307
H -1.603 2.726 4.736
H -0.100 1.627 4.790
H -1.062 1.954 6.315
H -1.739 -0.380 5.489
H -3.113 0.842 5.336
H -1.907 1.057 2.704
H -3.348 0.037 3.188
H -1.384 -1.814 3.904
H -1.916 -1.613 2.119
H 0.442 -0.212 3.679
H 0.115 0.163 1.939
H 0.649 -2.829 2.957
H 2.025 -1.663 2.702
H 2.035 -1.897 0.354
H 1.106 -3.408 0.738
H -0.394 -0.662 0.057
H -1.089 -2.352 0.028
H 1.460 -1.813 -1.715
H -0.070 -2.887 -1.968
H -1.449 -0.539 -1.928
H -0.747 -1.239 -3.430
H 1.382 0.140 -3.210
H -0.061 1.161 -3.606
H 1.077 0.635 -0.860
H -0.263 2.481 0.007
H -1.303 1.316 -0.875
H -1.951 2.827 -2.426
H -1.270 4.095 -1.334
H -0.300 3.452 -2.821
H 2.642 1.694 -2.279
H 3.170 3.658 -1.313
H 1.490 3.986 -0.764
H 1.741 2.352 1.138
H 3.320 3.199 0.992
H 4.300 1.101 1.094
H 2.795 0.250 0.581
H 3.884 0.918 -0.732
C -3.531 -2.340 -3.974
C -3.353 -3.089 -2.696
N -3.207 -3.667 -1.698
H -4.466 -2.636 -4.450
H -3.556 -1.269 -3.776
H -2.704 -2.558 -4.649
C -1.936 -5.515 4.282
C -0.611 -4.900 4.580
N 0.422 -4.420 4.815
H -1.796 -6.483 3.793
H -2.493 -5.660 5.208
H -2.507 -4.861 3.621
C 5.612 2.286 4.152
C 4.246 2.758 3.788
N 3.180 3.129 3.505
H 5.853 2.596 5.170
H 5.657 1.198 4.091
H 6.346 2.712 3.467
C 4.764 4.744 7.600
C 6.017 4.079 7.142
N 6.995 3.560 6.785
H 4.815 4.930 8.672
H 4.637 5.693 7.078
H 3.907 4.104 7.389
C -1.267 -1.260 -7.658
C -2.330 -0.681 -6.787
N -3.159 -0.227 -6.109
H -1.145 -2.321 -7.438
H -1.542 -1.144 -8.705
H -0.322 -0.748 -7.479
C -0.898 -7.591 0.458
C -1.456 -7.995 1.780
N -1.892 -8.311 2.809
H -0.978 -6.510 0.339
H 0.151 -7.881 0.395
H -1.453 -8.080 -0.343
C -1.163 0.566 -11.873
C -0.767 -0.730 -11.250
N -0.457 -1.741 -10.767
H -2.154 0.856 -11.523
H -0.447 1.341 -11.600
H -1.183 0.464 -12.958
C -4.040 4.708 0.177
C -3.547 6.082 -0.127
N -3.160 7.150 -0.364
H -4.473 4.263 -0.719
H -3.213 4.086 0.521
H -4.801 4.750 0.956
*
```

Results of the Mulliken charge analysis, in e, for atoms 1 through 5: -0.8919, -0.5630, -0.4159, -0.2862, 0.1980

=====

It comes down to i, which is 1.727 eV more stable than the next structure.

=====

## i
Computed, not measured: a 2-piece molecular cluster, C3H3ClO2 overall, with wB97M-V/def2-TZVPD.

Output
HOMO (alpha / beta) = -8.285 / -8.239 eV

```
! RIJCOSX wB97M-V def2-TZVPD def2/J DEFGRID3
* xyz 0 1
C -1.813 0.277 0.226
C 1.319 -0.467 0.212
C 0.573 0.606 -0.351
O -2.411 1.233 0.488
O 0.975 -0.366 -1.185
Cl -2.286 -1.370 -0.012
H 2.331 -0.371 0.492
H 0.645 -1.158 0.603
H 0.666 1.615 -0.473
*
```

Results of the Mulliken charge analysis, in e, for atoms 1 through 5: 0.2530, -0.0242, -0.2616, -0.3204, -0.3130

=====

## ii
Computed, not measured: a 3-piece molecular cluster, C3H3ClO2 overall, with wB97M-V/def2-TZVPD.

Output
HOMO = -9.425 eV

```
! RIJCOSX wB97M-V def2-TZVPD def2/J DEFGRID3
* xyz 0 1
C -0.242 0.444 -0.177
C -3.294 -2.057 -0.280
C 0.278 1.250 0.671
O -0.429 -0.560 -0.740
O -2.933 -2.524 -1.207
Cl -3.348 1.941 0.749
H 0.401 2.305 0.592
H 0.657 0.794 1.561
H -3.155 0.966 1.473
*
```

Results of the Mulliken charge analysis, in e, for atoms 1 through 5: 0.7098, 0.0935, -0.8578, -0.3583, -0.0937

=====

It comes down to ii, which is 3.016 eV more stable than the next structure.

=====

## i
Computed, not measured: C3H5BO2 in the gas phase, with wB97M-V/def2-TZVPD.

Output
HOMO (alpha / beta) = -8.801 / -7.620 eV

```
! RIJCOSX wB97M-V def2-TZVPD def2/J DEFGRID3
* xyz 0 1
B 1.423 0.207 0.018
C -0.934 0.448 1.797
C -1.417 0.051 0.687
C -0.881 -0.298 -0.708
O 0.513 -0.134 -0.880
O 2.765 0.212 -0.043
H 0.211 0.655 1.817
H -2.460 -0.290 0.603
H -1.003 -1.377 -0.991
H -1.328 0.313 -1.355
H 3.110 0.213 -0.945
*
```

Results of the Mulliken charge analysis, in e, for atoms 1 through 5: 0.3391, -0.2217, -0.4887, -0.1874, -0.2176

=====

## ii
Computed, not measured: C3H5BO2 in the gas phase, with wB97M-V/def2-TZVPD.

Output
HOMO = -7.941 eV

```
! RIJCOSX wB97M-V def2-TZVPD def2/J DEFGRID3
* xyz 0 1
B 1.507 0.270 0.001
C 0.375 1.199 0.054
C -0.914 0.667 0.154
C -1.191 -0.789 0.058
O -0.142 -1.628 0.079
O 2.679 -0.228 0.090
H 0.599 2.314 -0.044
H -1.883 1.126 0.162
H -2.086 -0.886 0.725
H -1.758 -1.038 -0.933
H 2.814 -1.008 -0.346
*
```

Results of the Mulliken charge analysis, in e, for atoms 1 through 5: 0.4275, -0.3108, -0.1545, -0.3222, -0.7624

=====

It comes down to ii, which is 0.982 eV more stable than the next structure.

=====

## i
Computed, not measured: a 6-piece molecular cluster, CH13O5S overall, with wB97M-V/def2-TZVPD.

Output
HOMO = -3.138 eV

```
! RIJCOSX wB97M-V def2-TZVPD def2/J DEFGRID3
* xyz -1 1
C 1.222 0.236 1.437
S 1.885 1.866 0.733
H 0.694 -0.227 0.602
H 1.934 -0.327 1.997
H 0.416 0.638 2.067
H 0.879 1.265 -2.038
H 2.211 0.848 -1.494
O 1.488 0.497 -2.044
H 0.994 -1.365 -1.544
H -0.105 -1.925 -0.622
O 0.566 -2.194 -1.255
H -1.315 -1.352 1.634
H 0.075 -1.711 2.205
O -0.818 -2.049 2.079
H -2.174 0.173 -0.026
H -3.399 -0.749 0.041
O -2.754 -0.289 0.585
H -0.543 2.979 -1.479
H -0.624 1.594 -1.022
O -0.632 2.091 -1.854
*
```

Results of the Mulliken charge analysis, in e, for atoms 1 through 5: -0.7380, -0.6867, -0.1367, 0.3278, 0.2983

=====

## ii
Computed, not measured: a 6-piece molecular cluster, CH13O5S overall, with wB97M-V/def2-TZVPD.

Output
HOMO = -3.681 eV

```
! RIJCOSX wB97M-V def2-TZVPD def2/J DEFGRID3
* xyz -1 1
C -1.902 1.909 2.101
S -0.701 2.048 0.710
H -2.862 1.651 1.651
H -2.040 2.836 2.660
H -1.598 1.123 2.811
H 0.019 1.163 -1.263
H -0.226 0.814 -2.754
O 0.396 0.677 -2.034
H -0.784 -1.599 0.527
H -1.693 -0.600 1.029
O -1.750 -1.424 0.508
H 1.690 -0.318 1.703
H 0.346 0.190 1.073
O 1.146 -0.425 0.913
H 0.047 -1.799 -1.867
H 1.298 -2.532 -1.483
O 0.727 -2.377 -2.243
H 2.142 -0.363 -1.947
H 2.742 -0.573 -0.590
O 3.004 -0.401 -1.505
*
```

Results of the Mulliken charge analysis, in e, for atoms 1 through 5: -0.8246, -0.4849, 0.2273, 0.2681, 0.2394

=====

It comes down to ii, which is 0.558 eV more stable than the next structure.

=====

## i
Computed, not measured: an isolated ion of composition C4H7N4 and charge +1, with wB97M-V/def2-TZVPD.

Output
SMILES = CCC1=NN=NC1=[NH2+]
HOMO = -15.242 eV

```
! RIJCOSX wB97M-V def2-TZVPD def2/J DEFGRID3
* xyz 1 1
C -0.109 -0.137 0.377
C 0.586 1.398 1.021
C -0.807 -1.986 -1.111
C -0.205 -0.586 -0.986
N -0.538 -0.608 1.478
N 0.330 1.201 2.306
N -0.111 0.045 2.523
N 1.104 2.415 0.425
H -0.137 -2.725 -0.677
H -0.963 -2.218 -2.159
H -1.759 -2.048 -0.592
H -0.851 0.124 -1.530
H 0.774 -0.528 -1.478
H 1.508 2.343 -0.502
H 1.177 3.310 0.905
*
```

Results of the Mulliken charge analysis, in e, for atoms 1 through 5: 0.4678, 0.4675, -1.2700, -0.2402, -0.0845

=====

## ii
Computed, not measured: a 2-piece molecular cluster, C4H7N4 overall, with wB97M-V/def2-TZVPD.

Output
HOMO (alpha / beta) = -12.262 / -13.552 eV

```
! RIJCOSX wB97M-V def2-TZVPD def2/J DEFGRID3
* xyz 1 1
C 1.250 1.036 0.496
C 1.750 -1.059 -0.248
C 0.682 -0.341 0.474
C -2.318 -0.264 -0.548
N 2.423 1.081 -0.053
N 2.689 -0.134 -0.503
N -2.793 0.765 -0.019
N -0.480 -0.651 0.937
H 0.871 1.916 1.004
H 1.914 -2.005 -0.663
H -2.892 -0.900 -1.163
H 3.519 -0.240 -0.959
H -3.882 1.041 -0.170
H -2.029 1.356 0.492
H -0.705 -1.600 0.924
*
```

Results of the Mulliken charge analysis, in e, for atoms 1 through 5: -0.3773, -0.4149, 0.7583, -0.1213, -0.6338

=====

It comes down to i, which is 0.680 eV more stable than the next structure.

=====

## i
Computed, not measured: C20H41MoN2P3S as an isolated structure, with wB97M-V/def2-TZVPD.

Output
expectation value of S² = 2.15
HOMO (alpha / beta) = -21.225 / -21.081 eV

```
! RIJCOSX wB97M-V def2-TZVPD def2/J DEFGRID3
* xyz 4 3
Mo 0.014 -0.594 0.170
P -2.283 0.237 -0.071
P 0.429 0.135 2.593
P -0.763 -2.739 1.015
H 2.223 -1.329 -1.239
C 1.320 -1.868 -0.906
C 0.084 -1.499 -1.667
H 0.240 -0.938 -2.596
C -2.742 1.912 -0.651
C -3.066 0.243 1.593
C -3.428 -0.789 -1.059
C 2.239 0.024 2.894
C 0.034 1.896 2.954
C -0.288 -0.679 4.061
C -1.469 -3.989 -0.146
C -2.002 -3.065 2.334
C 0.700 -3.510 1.822
H 1.497 -2.936 -0.713
H -0.748 -2.186 -1.817
H -2.238 2.137 -1.600
H -2.456 2.663 0.097
H -3.829 1.978 -0.805
H -2.558 0.949 2.261
H -3.037 -0.750 2.055
H -4.117 0.547 1.501
H -3.001 -0.958 -2.055
H -4.387 -0.259 -1.173
H -3.622 -1.758 -0.583
H 2.436 0.146 3.972
H 2.756 0.808 2.321
H 2.613 -0.951 2.550
H 0.083 2.057 4.042
H -0.973 2.156 2.608
H 0.740 2.568 2.453
H 0.048 -0.127 4.954
H 0.040 -1.722 4.137
H -1.384 -0.638 4.022
H -1.558 -4.936 0.415
H -0.834 -4.129 -1.034
H -2.466 -3.663 -0.491
H -2.030 -4.162 2.456
H -3.004 -2.727 2.036
H -1.713 -2.614 3.287
H 0.507 -4.596 1.865
H 0.830 -3.087 2.832
H 1.616 -3.333 1.248
C 0.713 1.734 -4.257
C 1.145 1.122 -3.088
C 2.459 0.887 -2.784
C 3.452 1.545 -3.533
C 3.036 2.290 -4.648
C 1.682 2.374 -5.050
S -1.039 1.732 -4.404
H -1.095 2.913 -5.003
H 0.370 0.936 -2.353
H 2.722 0.158 -2.029
H 4.497 1.501 -3.200
H 3.827 2.788 -5.241
H 1.388 2.864 -5.986
N 2.458 1.557 0.161
C 2.772 2.864 0.066
C 1.591 3.538 -0.182
C 0.579 2.575 -0.212
N 1.120 1.323 -0.050
H 3.147 0.808 0.238
H 3.771 3.248 0.235
H 1.434 4.599 -0.286
H -0.482 2.716 -0.337
*
```

Results of the Mulliken charge analysis, in e, for atoms 1 through 5: -0.1450, 1.7085, 1.1501, 1.4318, 0.2102

=====

## ii
Computed, not measured: C20H41MoN2P3S as an isolated structure, with wB97M-V/def2-TZVPD.

Output
expectation value of S² = 2.37
HOMO (alpha / beta) = -20.445 / -20.456 eV

```
! RIJCOSX wB97M-V def2-TZVPD def2/J DEFGRID3
* xyz 4 3
Mo -0.012 -0.119 0.601
P 1.901 0.875 1.862
P -1.794 1.545 1.124
P 0.721 1.519 -1.281
H -0.246 -2.894 0.412
C 0.627 -2.367 0.015
C 1.559 -1.777 0.953
H 1.474 -2.060 2.021
C 2.473 0.134 3.461
C 1.712 2.634 2.404
C 3.520 0.876 0.962
C -3.342 0.898 0.373
C -2.381 2.003 2.813
C -1.744 3.248 0.418
C 2.145 0.811 -2.188
C 1.340 3.247 -0.988
C -0.468 1.956 -2.628
H 1.074 -2.873 -0.857
H 2.587 -1.633 0.580
H 2.377 -0.962 3.436
H 1.890 0.532 4.306
H 3.535 0.395 3.606
H 0.774 2.757 2.973
H 1.701 3.318 1.542
H 2.563 2.888 3.062
H 3.625 -0.039 0.350
H 4.321 0.879 1.726
H 3.621 1.766 0.313
H -4.153 1.636 0.483
H -3.619 -0.029 0.893
H -3.178 0.677 -0.692
H -3.116 2.817 2.731
H -1.538 2.361 3.419
H -2.844 1.139 3.306
H -2.568 3.836 0.850
H -1.849 3.223 -0.676
H -0.798 3.732 0.694
H 2.082 1.154 -3.230
H 2.131 -0.290 -2.163
H 3.086 1.171 -1.743
H 1.583 3.667 -1.981
H 2.235 3.295 -0.356
H 0.561 3.874 -0.542
H -0.086 1.481 -3.553
H -0.478 3.064 -2.762
H -1.506 1.607 -2.415
C -0.865 -2.812 -3.618
C -1.926 -2.630 -4.545
C -1.947 -3.340 -5.763
C -0.938 -4.260 -6.067
C 0.035 -4.554 -5.100
C 0.082 -3.836 -3.880
S -0.595 -1.577 -2.352
H -1.413 -1.677 -1.199
H -2.675 -1.881 -4.333
H -2.731 -3.153 -6.491
H -0.886 -4.721 -7.063
H 0.787 -5.320 -5.314
H 0.902 -4.036 -3.182
N -1.028 -0.921 4.775
C -1.443 -2.180 4.334
C -1.233 -2.181 2.983
N -0.699 -0.944 2.593
C -0.565 -0.231 3.715
H -1.002 -0.569 5.731
H -1.789 -2.918 5.038
H -1.438 -2.996 2.285
H -0.133 0.770 3.818
*
```

Results of the Mulliken charge analysis, in e, for atoms 1 through 5: -0.1194, 1.1971, 1.2465, 1.2558, 0.3850

=====

It comes down to ii, which is 1.197 eV more stable than the next structure.